1.
77
Properties=species:S:1:pos:R:3:forces:R:3 method="wB97M-V/def2-TZVPD" charge=-2 lumo_energy_ev=4.02 molar_mass_g_mol=823.95 homo_energy_ev=-0.3 total_energy_ev=-98583.9638
Pb -0.405 -0.528 -0.230 -3.1 -1.1 -1.0
O -2.650 1.800 -3.372 -0.1 0.6 1.3
C -1.331 1.875 -3.556 -0.8 -1.2 -2.8
C -0.432 0.727 -2.980 1.1 0.1 2.9
O -0.921 -0.527 -2.622 0.3 0.4 -0.2
H -0.871 2.891 -3.354 0.4 -0.2 0.4
H -1.148 1.784 -4.682 0.3 0.2 0.0
H -0.046 1.192 -1.997 -0.1 0.2 -0.4
H 0.562 0.636 -3.507 -0.5 0.2 -0.6
O -2.942 -0.819 0.120 1.2 1.1 -1.1
C -3.196 -1.817 0.967 -0.6 0.1 1.0
C -2.276 -2.999 0.861 0.7 -1.4 0.9
O -0.946 -2.699 1.109 0.7 0.7 -0.6
H -4.238 -2.225 0.956 -0.2 0.0 -0.5
H -3.146 -1.413 2.013 0.2 -0.5 0.4
H -2.393 -3.562 -0.092 -0.2 0.5 -0.2
H -2.604 -3.747 1.632 -0.2 0.1 0.0
O 4.106 -2.896 -1.279 0.7 0.2 -0.3
S 2.686 -2.979 -1.281 -0.8 -1.7 0.1
O 1.882 -1.854 -0.948 0.5 0.8 0.1
O 2.237 -3.511 -2.687 0.0 0.0 -0.2
C 0.899 -3.119 -3.144 -1.5 0.5 -0.1
C -0.244 -3.526 -2.220 0.0 -0.2 0.4
C 2.231 -4.280 -0.112 0.0 1.4 0.1
H 0.735 -3.609 -4.106 0.6 -0.1 0.1
H 0.823 -2.037 -3.314 0.3 -0.1 0.2
H -0.298 -2.985 -1.272 0.4 -0.2 0.0
H -0.212 -4.597 -1.971 -0.1 0.1 -0.2
H -1.208 -3.267 -2.660 0.2 -0.1 -0.4
H 2.097 -5.299 -0.445 0.2 0.1 -0.5
H 1.297 -3.876 0.298 0.0 -0.3 0.3
H 3.072 -4.183 0.573 -0.3 -0.3 0.4
O 0.624 -0.397 2.165 0.3 1.1 -1.3
S 1.051 -0.910 3.397 -1.7 -1.8 0.9
O 2.338 -0.657 3.907 1.7 0.6 0.7
O 0.020 -0.417 4.499 0.1 0.0 -0.2
C -1.324 -0.157 4.000 -0.8 -0.4 -0.4
C -2.331 -0.652 5.015 0.5 1.3 0.5
C 0.833 -2.678 3.431 1.0 1.0 0.7
H -1.513 -0.668 3.051 0.3 0.0 0.0
H -1.442 0.908 3.804 0.2 0.0 0.2
H -2.534 -1.715 4.962 -0.1 -0.1 -0.1
H -3.218 -0.030 4.889 -0.3 -0.5 -0.2
H -1.950 -0.367 6.002 -0.1 -0.3 0.1
H 1.188 -2.853 4.449 -0.4 -0.6 0.0
H 1.603 -3.034 2.750 -0.2 -0.2 -0.2
H -0.167 -2.993 3.154 -0.1 0.1 -0.2
O 1.547 1.334 0.101 0.0 0.2 0.8
S 2.275 2.523 -0.155 1.1 -0.4 -1.7
O 2.016 3.786 0.441 -0.3 0.2 0.3
O 3.813 2.242 0.202 -0.1 0.7 -0.4
C 4.504 1.092 -0.286 1.8 -0.7 1.1
C 4.362 -0.021 0.751 -0.4 -0.1 -0.1
C 2.423 2.607 -1.946 0.2 0.0 0.7
H 5.565 1.391 -0.283 -0.2 0.2 0.2
H 4.389 0.799 -1.331 -1.1 0.1 0.1
H 4.525 0.387 1.750 0.0 0.2 -0.1
H 5.086 -0.830 0.641 -0.1 0.0 -0.4
H 3.345 -0.412 0.731 0.1 -0.2 0.0
H 1.604 3.130 -2.427 -0.3 -0.1 0.2
H 2.433 1.552 -2.207 -0.1 0.1 -0.4
H 3.375 3.083 -2.172 0.0 0.1 0.0
O -1.183 1.946 0.403 1.7 -0.2 0.5
S -2.283 2.764 0.768 -2.1 -1.4 -2.4
O -2.765 2.759 2.105 0.1 0.7 0.8
O -1.969 4.261 0.343 0.1 -0.2 0.2
C -1.352 4.449 -0.957 0.6 0.5 -0.7
C -2.258 5.274 -1.847 0.5 0.5 0.4
C -3.565 2.302 -0.407 0.4 0.8 0.5
H -1.095 3.548 -1.526 -0.4 -0.4 0.7
H -0.397 4.943 -0.756 -0.1 0.1 0.1
H -2.498 6.231 -1.373 -0.4 -0.2 0.2
H -3.135 4.687 -2.098 -0.1 0.1 -0.3
H -1.697 5.571 -2.736 -0.1 -0.4 -0.2
H -4.113 1.447 -0.026 0.0 -0.1 0.3
H -3.116 1.997 -1.378 0.1 0.3 -0.1
H -4.138 3.226 -0.494 -0.5 -0.3 -0.2

***

2.
29
Properties=species:S:1:pos:R:3:forces:R:3 method="wB97M-V/def2-TZVPD" lumo_energy_ev=0.56 molar_mass_g_mol=396.88 smiles="CCOC(=O)C(F)(F)F.ClCCl.ClCCl.ClCCl" homo_energy_ev=-10.7 total_energy_ev=-94819.0147
C -2.440 -3.519 1.632 0.2 0.7 2.0
C -3.041 -2.225 1.090 1.0 -0.6 -0.9
O -2.021 -1.166 1.360 -0.7 -2.5 0.2
C -2.235 0.020 0.895 -0.2 -0.2 0.2
O -3.256 0.458 0.488 -0.9 0.8 -0.6
C -0.914 0.746 0.920 1.5 1.0 1.5
F -0.219 0.434 -0.194 -0.2 0.6 0.5
F -1.067 2.082 1.054 0.1 -0.9 -0.7
F -0.163 0.365 2.017 -0.6 0.3 -1.4
H -3.012 -4.406 1.413 -0.3 -0.1 -0.4
H -2.300 -3.506 2.754 -0.7 0.3 -0.9
H -1.420 -3.637 1.350 0.7 -0.2 -1.0
H -3.989 -2.014 1.555 -0.2 0.5 0.2
H -3.201 -2.303 -0.028 0.3 0.4 1.2
C 0.422 4.491 -2.024 0.3 -1.1 0.8
Cl 2.154 4.554 -2.452 -0.3 0.2 -0.5
Cl -0.692 3.704 -3.170 0.2 0.9 -0.6
H 0.391 3.681 -1.308 0.1 0.7 0.9
H 0.146 5.480 -1.628 -0.3 -0.6 -0.6
C 2.493 -1.403 1.015 -0.4 -0.7 -0.5
Cl 1.665 -2.847 0.285 0.2 0.8 0.5
Cl 3.036 -1.701 2.648 0.0 0.1 0.1
H 3.307 -1.179 0.377 1.0 -0.3 -0.4
H 1.889 -0.520 0.944 -0.8 0.0 0.4
C 2.830 0.994 -2.290 -0.9 -0.1 0.0
Cl 3.706 1.226 -0.783 -0.1 0.2 0.4
Cl 2.517 -0.783 -2.576 -0.1 1.3 0.1
H 1.897 1.630 -2.311 0.9 -1.2 0.1
H 3.515 1.343 -3.032 0.1 0.0 -0.7

***

3.
10
Properties=species:S:1:pos:R:3:forces:R:3 method="wB97M-V/def2-TZVPD" charge=+2 lumo_energy_ev="-10.52 / -10.52" molar_mass_g_mol=139.05 spin_multiplicity=6 homo_energy_ev="-17.3 / -20.2" total_energy_ev=-37699.3991
O 0.313 -1.237 -0.635 0.3 -0.3 0.0
O 1.431 -2.849 -1.874 0.1 0.5 0.4
C 0.938 -2.030 -1.253 -0.1 -1.2 -0.9
Cr -2.610 0.849 3.325 -0.2 -0.1 0.0
O -1.519 0.272 1.009 -1.7 1.5 0.2
C -0.829 0.897 0.298 5.9 -2.2 0.9
H 0.072 1.866 0.502 -1.9 1.1 0.0
C 0.462 0.651 -0.343 -3.1 0.5 -0.8
H 1.305 0.589 0.359 -0.2 -0.2 -0.3
H 0.435 0.990 -1.388 0.9 0.3 0.4